ORCA calculation (ωB97M-V/def2-TZVPD) on a structure of composition C25H29Cl2N4O2OsSi2.

Each line ends with the natural charge from an NBO analysis.
Cartesian coordinates (Å):
Os (-0.0884, -0.1154, 0.3565)  1.137
Cl (-4.4574, -0.2432, -1.5544)  0.042
Cl (-5.2851, 4.9800, -0.5726)  0.051
Si (2.5887, -0.1026, -1.3853)  1.785
Si (-0.8428, -0.8009, 3.4437)  1.789
O (-1.8150, 0.2581, -0.4878)  -0.725
O (0.0839, 1.9245, 0.6323)  -0.548
N (2.1426, -5.9610, 1.4794)  -0.231
N (-0.3123, -2.1489, 0.0066)  -0.433
N (1.8891, -0.0387, 0.2615)  -0.820
N (0.3995, -0.2970, 2.2352)  -0.767
C (-2.5618, 1.3527, -0.4855)  0.368
C (-2.2062, -1.7130, 2.5624)  -1.139
C (-2.1132, 2.6044, -0.0218)  -0.262
C (4.4326, -0.3689, -1.3833)  -1.138
C (1.8028, -1.5302, -2.2928)  -1.131
C (-1.4845, -3.9709, -0.9967)  -0.232
C (-0.7796, 2.7964, 0.4744)  0.457
C (-1.3148, -2.6217, -0.7535)  0.065
C (-4.2347, 3.6113, -0.5344)  -0.055
C (0.5479, -3.0176, 0.5516)  0.092
C (-3.8734, 1.2751, -0.9778)  -0.083
C (3.2482, 1.2988, 3.9296)  -0.186
C (2.1483, 1.5158, -2.1970)  -1.135
C (-1.5614, 0.7650, 4.1549)  -1.133
C (1.3815, -5.2613, 0.9807)  0.243
C (1.5667, 0.3233, 2.5238)  0.112
C (-4.6969, 2.3791, -0.9982)  -0.170
C (2.4159, 0.4808, 1.3882)  0.220
C (3.6943, 1.0823, 1.5553)  -0.244
C (-2.9550, 3.7288, -0.0567)  -0.152
C (-0.6026, -4.8772, -0.4366)  -0.088
C (2.0129, 0.7443, 3.8064)  -0.228
C (0.4293, -4.3849, 0.3555)  -0.186
C (4.0903, 1.4709, 2.7968)  -0.174
C (-0.0437, -1.9151, 4.6996)  -1.139
H (0.7317, -1.4168, -2.4652)  0.235
H (4.9985, 0.5413, -1.1861)  0.244
H (-2.4064, 0.5264, 4.8046)  0.256
H (4.7515, -1.1337, -0.6726)  0.253
H (3.5969, 1.6268, 4.8995)  0.230
H (2.2785, -1.5869, -3.2754)  0.260
H (-5.7060, 2.2876, -1.3762)  0.257
H (-0.7846, -2.2358, 5.4356)  0.258
H (1.0689, 1.6222, -2.3299)  0.236
H (0.7766, -1.4430, 5.2402)  0.250
H (1.3692, 0.6381, 4.6688)  0.222
H (1.3455, -2.6042, 1.1535)  0.242
H (-2.9846, -1.9044, 3.3069)  0.261
H (-0.7044, -5.9409, -0.6021)  0.251
H (-1.9099, -2.6821, 2.1611)  0.238
H (-1.9944, -1.8796, -1.1503)  0.249
H (2.6150, 1.5987, -3.1810)  0.255
H (1.9842, -2.4818, -1.7885)  0.240
H (-2.3052, -4.3003, -1.6170)  0.250
H (5.0611, 1.9297, 2.9283)  0.228
H (-2.5902, 4.6852, 0.2956)  0.241
H (-2.6597, -1.1267, 1.7590)  0.246
H (0.3490, -2.8157, 4.2201)  0.249
H (-0.4909, 3.8197, 0.7335)  0.175
H (2.4978, 2.3550, -1.5902)  0.247
H (4.3403, 1.2374, 0.7051)  0.225
H (-1.9389, 1.3943, 3.3437)  0.238
H (4.7193, -0.7095, -2.3817)  0.256
H (-0.8522, 1.3548, 4.7360)  0.247

Values from the calculation:
- Orbital gap (alpha / beta): 6.921 / 6.922 eV
- Total charge: +1
- E_HOMO (alpha / beta): -10.910 / -10.910 eV



ORCA calculation (ωB97M-V/def2-TZVPD) on a cluster of 11 separate species, C32H94N8O11 in total.

Each line ends with the Mulliken charge.
Cartesian coordinates (Å):
O (-1.1645, 0.9857, -0.2861)  0.578
O (0.8511, 1.6860, -8.6145)  -0.158
O (4.7296, 2.4483, -3.5721)  -0.391
O (-5.6238, 1.9688, 0.5347)  -0.377
O (3.9325, -1.6438, 2.7591)  -0.320
O (-0.6641, 3.7339, -0.6468)  -0.687
O (1.7576, -0.9028, 10.0163)  -0.343
O (-3.5240, 1.7065, 4.1793)  -0.625
O (-3.8858, -0.8996, 2.9898)  -0.429
O (-2.8439, -3.3980, 4.1091)  -0.377
O (2.4536, -0.8156, -5.2058)  0.011
N (-0.1886, -1.0304, 7.5540)  -0.736
N (-8.2708, 4.3518, 1.3894)  -0.703
N (-0.5372, 3.9024, -6.0033)  -0.573
N (3.2444, -3.7628, -7.3231)  -0.623
N (-2.0441, -4.1432, 1.5538)  -0.592
N (2.4364, 3.5875, -0.8843)  -0.742
N (3.8996, -3.2952, -0.4987)  -0.782
N (-0.7137, -0.3915, 3.1363)  -0.371
C (1.1654, -0.4448, 7.6450)  0.870
C (3.5263, -1.8845, 4.0762)  -0.737
C (2.8410, 2.7337, -2.0385)  1.885
C (-0.5557, 1.9529, 2.3932)  -1.499
C (-1.3968, -6.3755, 2.3455)  -1.667
C (-0.3788, 1.4094, -5.8867)  -0.771
C (0.9661, 1.5681, -10.0119)  -0.861
C (-0.1850, 2.5290, -8.1773)  -0.853
C (3.6274, -0.8458, -0.1599)  -1.151
C (1.2806, 0.7153, 6.6397)  -1.434
C (3.4693, -2.7632, -6.2614)  0.679
C (5.0102, 1.0950, -3.4148)  0.367
C (-7.7050, 3.1417, 0.7628)  0.634
C (-2.1536, -4.6420, 3.9795)  -0.896
C (-1.0904, 0.3126, -1.5510)  -0.630
C (1.8564, -0.2639, 11.2782)  -0.738
C (-0.0435, 2.6904, -6.6592)  0.478
C (4.1076, -2.1764, 0.4094)  0.691
C (4.7436, -2.0260, -6.6837)  -1.067
C (-3.3982, -3.2013, 5.4009)  -0.925
C (-6.1935, 3.2596, 0.6655)  -0.731
C (-0.8645, 0.0599, 0.7352)  -1.124
C (-1.1555, 0.5741, 2.1697)  2.133
C (1.8151, 2.9905, -3.1563)  -1.058
C (-2.3214, -5.1974, 2.5717)  0.614
C (-8.3281, 2.6430, -0.5247)  -1.430
C (2.2729, -1.8404, -6.1725)  -1.096
C (2.2376, -1.2450, -3.8869)  -0.306
C (3.5115, -2.5494, 1.7834)  -0.632
C (-4.2195, 1.9402, 0.3911)  -0.532
C (4.2663, 3.1685, -2.4482)  -1.042
C (1.5648, 0.0798, 9.0196)  -0.983
H (2.0786, 2.5455, -4.1189)  0.239
H (-0.3362, -6.1225, 2.3623)  0.402
H (-0.0571, -0.0310, -1.6321)  0.005
H (1.0321, 2.7603, -6.4532)  0.179
H (-2.2437, 0.6600, 2.1777)  -0.912
H (-1.5300, -0.8085, 0.6057)  0.360
H (3.5007, -3.2724, -5.2902)  0.204
H (2.7755, 1.6981, -1.7027)  -0.841
H (-0.3798, -1.4944, 8.4386)  0.268
H (-1.4563, 1.2145, -5.8701)  0.489
H (-1.2037, 3.8556, -1.4353)  0.305
H (-3.7576, 2.7185, 1.0159)  0.250
H (-1.7977, -3.2524, 1.9717)  0.246
H (-3.9541, 2.2156, -0.6372)  0.330
H (3.5125, -0.1553, 0.6842)  0.444
H (-5.7684, 3.7639, 1.5389)  0.429
H (-1.1967, -4.4825, 1.1096)  0.287
H (2.6262, -0.7767, -0.5971)  0.210
H (2.4955, 0.6680, 8.9682)  0.411
H (-1.6772, -6.7864, 1.3727)  0.411
H (-1.1286, 1.9887, -8.3423)  0.304
H (-0.2328, 4.7135, -6.5329)  0.273
H (0.9351, 0.2906, 11.4944)  0.320
H (-3.9503, 0.9421, 0.7251)  0.099
H (4.1829, 4.1962, -2.8066)  0.295
H (-3.6639, -1.6656, 3.5415)  0.310
H (4.9997, 3.1192, -1.6381)  0.335
H (4.4404, -4.0869, -0.1633)  0.271
H (1.8337, -1.2269, 7.2686)  0.248
H (-1.0215, 2.9390, -0.2168)  0.176
H (3.0688, -1.8776, -3.5588)  0.354
H (1.3325, 0.3617, 5.6114)  0.062
H (-4.2177, -3.9026, 5.5887)  0.317
H (-0.1264, -1.7737, 6.8681)  0.186
H (4.9461, 0.6361, -4.4035)  -0.183
H (-1.5552, 3.9212, -6.0497)  0.252
H (4.4673, -1.6263, -7.6594)  0.322
H (1.1520, 2.5381, -10.4822)  0.318
H (0.3837, 1.3139, 6.8203)  0.411
H (-0.7138, 2.6079, 1.5368)  0.074
H (2.2316, -1.2882, -7.1187)  0.313
H (-3.8603, -2.2219, 5.5325)  0.350
H (-7.8310, 1.7397, -0.8991)  0.348
H (3.6890, -3.6097, 2.0071)  0.299
H (5.9784, 0.8599, -2.9564)  0.340
H (2.4807, -2.1359, 4.2878)  0.235
H (-9.3802, 2.3527, -0.4953)  0.355
H (-1.6039, -7.1777, 3.0577)  0.424
H (0.1454, -0.3650, 0.6552)  0.206
H (-0.2557, 3.5012, -8.6738)  0.395
H (1.2840, -1.7667, -3.7361)  0.411
H (3.7658, -0.9430, 4.5727)  0.260
H (2.1628, -0.4181, -3.1773)  -0.506
H (0.2411, 0.5542, -6.1482)  0.064
H (-3.3272, -5.5876, 2.3887)  0.208
H (5.0659, -1.2019, -6.0466)  0.021
H (-5.8863, 3.7826, -0.2529)  0.303
H (-8.1332, 5.1997, 0.8449)  0.236
H (1.6686, 3.1049, -0.4366)  0.185
H (-7.8865, 2.4272, 1.5693)  0.146
H (4.3036, -0.3159, -0.8302)  0.268
H (-8.2215, 3.2571, -1.4267)  0.323
H (4.1291, -2.6741, 4.5444)  0.354
H (0.4956, 1.9980, 2.6776)  0.280
H (2.2847, -3.9631, -7.5417)  0.167
H (-3.7837, 0.8233, 3.8617)  0.380
H (1.6768, 4.0593, -3.3466)  0.448
H (-3.8307, 2.3106, 3.4952)  0.322
H (4.2205, 0.5877, -2.8487)  -0.400
H (-9.2814, 4.2620, 1.4229)  0.260
H (-2.3721, -5.3174, 4.8065)  0.571
H (-0.1576, 1.5132, -4.8189)  -0.071
H (3.8891, -4.5297, -7.2715)  0.213
H (0.8929, 0.8905, 9.3401)  0.430
H (0.8199, 2.6635, -2.8508)  0.136
H (-1.0839, -4.3961, 4.0179)  0.156
H (2.7685, 0.3347, 11.2760)  0.288
H (2.0712, 4.4217, -1.3249)  0.357
H (-1.1180, 2.5104, 3.1492)  0.442
H (1.3003, -2.3346, -6.0916)  0.540
H (-0.7963, -0.0552, 4.0944)  0.364
H (2.1059, 1.4101, 6.8056)  0.452
H (-1.2336, 1.0846, -2.3076)  0.183
H (2.4160, -2.4703, 1.7021)  0.159
H (-4.7690, -1.0836, 2.6477)  0.225
H (1.7751, 0.9193, -10.3411)  0.228
H (5.5788, -2.7193, -6.7738)  0.398
H (5.2016, -2.0957, 0.4888)  0.228
H (-1.4657, -1.0833, 3.1549)  -0.252
H (4.3118, -3.0720, -1.3996)  0.220
H (-1.8593, -0.4500, -1.6639)  0.338
H (0.0430, 1.1459, -10.4220)  0.349
H (-2.6055, -3.3075, 6.1447)  0.359
H (1.8334, -0.9536, 12.1243)  0.283

Values from the calculation:
- Orbital gap: 9.024 eV
- E_HOMO: -8.547 eV



ORCA calculation (ωB97M-V/def2-TZVPD) on the molecule C5H8.

Each line ends with the natural charge from an NBO analysis.
Cartesian coordinates (Å):
C (-1.6867, 0.0730, -1.1226)  -0.486
C (0.7965, 0.6719, -0.9083)  -0.284
C (1.2504, -0.0567, 0.3553)  -0.416
C (0.0756, -0.4070, 1.2814)  -0.612
C (-0.4697, 0.5426, -1.1999)  0.085
H (0.3236, -0.3107, 2.3386)  0.211
H (1.5206, 1.2084, -1.5168)  0.226
H (1.9829, 0.5526, 0.8929)  0.208
H (1.7778, -0.9672, 0.0379)  0.210
H (-0.3137, -1.4158, 1.1066)  0.207
H (-2.4876, 0.5708, -0.5817)  0.218
H (-1.8647, -0.9324, -1.4903)  0.218
H (-0.7410, 0.2878, 1.0815)  0.216

Values from the calculation:
- Orbital gap: 10.545 eV
- E_HOMO: -9.385 eV



ORCA calculation (ωB97M-V/def2-TZVPD) on a cluster of 2 separate species, C10H11NO3 in total.

Each line ends with the natural charge from an NBO analysis.
Cartesian coordinates (Å):
O (-3.2805, -1.1064, 0.3409)  -0.405
O (-0.8968, 1.8885, -1.0544)  -0.468
O (-2.1007, -2.6944, -0.5664)  -0.448
N (-2.5082, -1.4973, -0.4963)  0.458
C (-0.5847, 0.6997, -0.4254)  0.438
C (-1.4296, 1.7007, 0.2347)  0.031
C (-0.7948, 2.3067, 1.5023)  -0.647
C (0.6500, 0.0401, -0.2226)  -0.181
C (3.0030, -1.3797, 0.2105)  -0.195
C (1.9965, -1.3461, 1.1812)  -0.208
C (0.8099, -0.6603, 0.9968)  -0.161
C (-2.0414, -0.7014, -1.5249)  -0.325
C (2.7998, -0.6680, -1.0143)  -0.191
C (1.5736, 0.0004, -1.2392)  -0.183
H (0.2620, 2.6699, 1.2484)  0.223
H (1.2703, 0.6097, -2.0956)  0.232
H (-0.5593, 1.5164, 2.2814)  0.231
H (-2.5775, 1.6746, 0.3345)  0.217
H (-1.4457, -1.1906, -2.3151)  0.234
H (4.0150, -1.8523, 0.2850)  0.227
H (2.1855, -1.8164, 2.1624)  0.222
H (-2.7760, 0.0966, -1.7333)  0.216
H (-1.3751, 3.1194, 1.7815)  0.222
H (0.0445, -0.6016, 1.7659)  0.230
H (3.7604, -0.8082, -1.6379)  0.231

Values from the calculation:
- Orbital gap (alpha / beta): 7.805 / 7.807 eV
- E_HOMO (alpha / beta): -8.683 / -8.684 eV



Listing ΔE to the lowest compared entry with this formula, charge and spin for the structures above in their given order: 0.000, 0.980, 1.654, 8.112 eV.
Listing total energy for the structures above in their given order: -2929.5331, -2541.0638, -195.2313, -667.8734 Eh.
Listing M for the structures above in their given order: 734.8, 767.1, 68.1, 193.2 g mol⁻¹.